The following is a DFT calculation (ωB97M-V with the def2-TZVPD basis set) of C3H7ClN2 in the gas phase at a distorted geometry.

The geometry in XYZ format:
```
13
Properties=species:S:1:pos:R:3:forces:R:3:mulliken_charge:R:1
N 3.201 -0.691 -0.175 -1.617 0.854 0.841 -0.517
N 2.089 0.270 -0.255 3.119 0.550 -0.555 -0.240
C 0.965 0.058 0.225 0.293 -1.877 1.675 -0.134
C -0.076 1.048 0.423 -1.584 -0.480 1.019 -0.694
C -1.311 0.723 -0.420 0.831 2.343 -1.796 -0.376
Cl -2.322 -0.659 0.026 0.379 0.092 0.000 -0.182
H 4.033 -0.105 0.049 -1.052 -0.648 -0.308 0.277
H 3.032 -1.343 0.624 0.212 0.638 -0.758 0.248
H 0.711 -0.856 0.734 0.165 -1.055 0.147 0.385
H -0.313 1.171 1.511 0.039 -0.614 -0.679 0.314
H 0.290 1.994 0.182 0.446 1.706 -0.994 0.331
H -1.922 1.662 -0.418 0.062 -1.108 -0.060 0.296
H -0.857 0.647 -1.481 -1.293 -0.400 1.468 0.295
```
Positions in Å, forces in eV/Å.

The total energy comes out at -18725.421 eV. As for the molar mass: 106.6 g mol⁻¹. As for the SMILES: N/N=C/CCCl. The value obtained for the relative energy (zero: lowest compared OMol25 entry of this formula, charge and spin) is 1.912 eV.

***

The following is a DFT calculation (ωB97M-V with the def2-TZVPD basis set) of C4H8O3Sm as an isolated structure at a distorted geometry.

The geometry in XYZ format:
```
16
Properties=species:S:1:pos:R:3:forces:R:3:mulliken_spin:R:1
O 1.957 0.770 -0.488 5.717 -1.695 -2.406 -0.015
C 2.183 -0.519 -0.149 1.166 -1.349 -0.295 -0.009
O 0.938 -1.013 0.488 0.513 -1.525 1.111 0.034
C 0.083 -1.840 -0.262 -4.129 -2.098 -1.023 0.041
C -1.324 -1.487 0.028 0.802 2.743 -0.409 0.767
O -1.525 -0.108 -0.148 -1.976 -1.340 -0.479 0.121
C -2.895 0.315 -0.109 -0.460 0.127 0.066 0.019
Sm 0.276 1.223 0.216 -5.187 4.613 2.854 6.029
H 2.955 -0.645 0.628 -0.239 0.086 -0.302 -0.001
H 2.392 -1.183 -1.007 -0.045 0.271 0.248 -0.005
H -0.710 -2.885 -0.171 4.069 -0.497 0.596 0.004
H -1.925 -1.914 0.836 0.083 0.112 -0.244 0.006
H -2.896 1.405 -0.188 -0.123 -0.187 0.010 0.003
H -3.429 -0.131 -0.957 0.067 0.194 0.242 -0.017
H -3.349 0.007 0.841 0.031 0.093 -0.237 0.005
H 0.395 -1.938 -1.311 -0.289 0.455 0.270 0.019
```
Positions in Å, forces in eV/Å.

The total energy comes out at -28311.992 eV. Its spin multiplicity is 8. As for the molar mass: 254.5 g mol⁻¹. Its net charge is +1. The value obtained for the relative energy (zero: lowest compared OMol25 entry of this formula, charge and spin) is 3.217 eV.

***

The following is a DFT calculation (ωB97M-V with the def2-TZVPD basis set) of C36H34N2O7S2V as an isolated structure.

The geometry in XYZ format:
```
82
Properties=species:S:1:pos:R:3:forces:R:3:mulliken_spin:R:1
V -0.245 -0.198 0.185 0.630 0.561 0.168 2.006
O 0.321 -1.941 0.874 0.167 0.107 0.029 -0.009
N 0.078 -3.004 0.160 -0.088 -0.042 -0.162 -0.023
N -0.401 -2.721 -0.968 0.090 -0.159 0.142 0.029
O -0.591 -1.482 -1.332 -0.116 -0.133 -0.004 0.048
C -0.706 -3.761 -1.921 -0.004 -0.010 0.135 -0.007
C -0.416 -5.082 -1.607 -0.054 0.005 -0.131 0.005
C -0.720 -6.055 -2.543 0.016 0.018 0.049 -0.003
C -1.299 -5.707 -3.757 -0.002 -0.027 -0.026 0.004
C -1.580 -4.381 -4.042 -0.008 0.051 -0.004 -0.002
C -1.285 -3.386 -3.120 0.023 -0.107 0.033 0.006
H 0.028 -5.341 -0.658 0.005 0.020 0.013 0.000
H -0.507 -7.091 -2.320 -0.002 -0.006 -0.007 0.000
H -1.536 -6.476 -4.480 -0.001 0.000 -0.004 0.000
H -2.038 -4.110 -4.984 -0.002 -0.010 -0.005 0.000
H -1.506 -2.348 -3.315 0.001 0.003 0.011 0.003
O 1.341 0.171 -1.198 -0.403 0.212 0.032 -0.030
S 2.301 -0.963 -1.529 0.040 -0.115 -0.003 0.000
C 3.776 -0.564 -0.560 0.034 -0.007 -0.007 0.001
C 4.512 0.716 -0.927 0.010 -0.046 0.004 -0.001
C 3.723 2.013 -0.758 -0.021 0.044 0.020 0.000
C 3.442 2.391 0.701 0.156 0.000 0.118 0.000
S 1.767 2.325 1.354 -0.185 -0.168 -0.084 0.003
O 1.302 0.871 1.291 0.067 0.130 -0.014 -0.013
C 0.862 3.191 0.082 -0.139 -0.038 0.054 -0.002
C -0.480 2.858 -0.059 0.122 0.391 -0.315 0.023
C -1.249 3.504 -1.017 -0.018 -0.013 0.004 0.000
C -0.689 4.501 -1.802 -0.007 -0.024 0.018 0.000
C 0.637 4.864 -1.617 0.025 -0.017 0.029 0.001
C 1.419 4.213 -0.672 0.123 0.007 -0.080 0.000
C 2.857 -0.633 -3.182 0.051 -0.008 0.019 0.003
C 2.407 0.488 -3.858 -0.023 0.024 0.030 -0.001
C 2.854 0.707 -5.154 -0.001 0.016 -0.013 0.000
C 3.733 -0.184 -5.751 -0.002 -0.006 0.014 0.000
C 4.164 -1.313 -5.063 0.003 0.015 -0.019 0.000
C 3.719 -1.549 -3.773 -0.005 -0.009 0.019 -0.001
H 4.429 -1.436 -0.646 -0.018 0.003 -0.029 0.001
H 3.383 -0.548 0.460 -0.016 -0.022 0.005 0.000
H 4.859 0.648 -1.960 -0.022 -0.009 -0.006 0.000
H 5.413 0.758 -0.309 0.010 -0.010 -0.001 0.000
H 2.792 1.967 -1.317 0.007 -0.001 -0.039 0.001
H 4.314 2.815 -1.203 -0.008 0.010 0.008 0.000
H 3.762 3.412 0.934 -0.050 -0.063 0.006 0.000
H 3.971 1.754 1.417 0.068 -0.008 -0.060 0.000
H -0.965 2.176 0.609 -0.164 -0.388 0.346 -0.028
H -2.291 3.233 -1.127 0.015 0.002 -0.001 -0.001
H -1.290 5.008 -2.544 0.001 0.001 -0.001 0.000
H 1.072 5.654 -2.215 0.009 0.002 0.012 0.000
H 2.457 4.499 -0.549 -0.064 0.009 -0.023 0.000
H 1.709 1.163 -3.380 0.007 -0.011 -0.009 0.000
H 2.508 1.575 -5.699 0.001 0.000 -0.004 0.000
H 4.076 -0.008 -6.761 0.000 0.000 -0.003 0.000
H 4.837 -2.014 -5.537 0.002 -0.003 0.000 0.000
H 4.034 -2.439 -3.242 -0.006 0.002 0.012 0.000
O -0.924 0.341 2.166 0.039 -0.286 -0.090 -0.014
C -2.306 0.124 2.525 -0.033 0.091 -0.031 -0.012
C -2.939 -0.292 1.180 -0.134 -0.223 -0.062 0.016
O -4.051 -0.743 1.112 0.050 0.178 0.093 0.000
O -2.145 -0.095 0.150 -0.059 0.130 -0.224 -0.001
C -2.870 1.457 3.010 -0.086 -0.018 -0.054 -0.002
C -4.111 1.934 2.603 0.031 0.008 -0.031 0.000
C -4.581 3.151 3.082 0.014 0.013 0.018 0.000
C -3.820 3.899 3.966 -0.041 -0.007 -0.026 0.000
C -2.583 3.422 4.379 0.039 0.002 0.019 0.000
C -2.115 2.208 3.906 0.020 -0.013 0.026 0.001
C -2.434 -0.980 3.558 -0.033 0.019 0.028 0.000
C -1.429 -1.925 3.729 0.024 -0.069 0.000 -0.001
C -1.574 -2.936 4.671 -0.012 -0.001 -0.003 -0.001
C -2.728 -3.020 5.432 -0.014 0.017 -0.003 0.000
C -3.742 -2.088 5.248 0.018 -0.010 -0.005 0.000
C -3.595 -1.072 4.319 0.011 0.011 0.016 0.000
H -0.317 0.219 2.908 -0.067 -0.053 0.022 0.001
H -4.719 1.355 1.921 0.010 -0.014 0.008 0.000
H -5.549 3.510 2.760 -0.002 0.006 0.004 0.000
H -4.190 4.844 4.339 0.000 0.005 0.000 0.000
H -1.986 3.992 5.079 -0.003 0.004 0.002 0.000
H -1.155 1.842 4.255 -0.025 0.012 0.006 0.000
H -0.539 -1.915 3.113 -0.009 0.026 0.008 0.002
H -0.784 -3.664 4.798 -0.001 -0.002 0.003 0.000
H -2.842 -3.809 6.163 0.002 -0.002 0.001 0.000
H -4.650 -2.149 5.832 0.001 -0.008 0.006 0.000
H -4.388 -0.349 4.185 0.006 0.008 -0.010 0.000
```
Positions in Å, forces in eV/Å.

The total energy comes out at -102548.294 eV. Its spin multiplicity is 3. As for the molar mass: 721.8 g mol⁻¹. Its net charge is +1. The value obtained for the relative energy (zero: lowest compared OMol25 entry of this formula, charge and spin) is 1.282 eV.

***

The following is a DFT calculation (ωB97M-V with the def2-TZVPD basis set) of C4H7NO2 in the gas phase.

The geometry in XYZ format:
```
14
Properties=species:S:1:pos:R:3:forces:R:3:mulliken_charge:R:1
C 0.926 -1.250 -0.001 0.055 -0.079 -0.060 -1.327
C 0.366 0.095 -0.514 -0.021 -0.075 0.426 1.351
C 1.026 1.302 0.061 0.082 0.157 0.126 -0.567
O 0.464 0.309 -1.808 -0.038 -0.064 -0.287 -0.814
C -0.898 0.375 0.329 -0.215 -0.020 -0.045 0.181
O -0.565 1.182 1.234 0.077 -0.096 -0.146 -0.568
N -2.101 -0.152 0.166 0.102 0.057 -0.013 -0.351
H 1.977 -1.326 -0.294 -0.133 0.029 0.029 0.366
H 0.835 -1.382 1.086 0.027 0.077 -0.176 0.353
H 0.379 -2.055 -0.503 0.083 0.109 0.078 0.315
H 0.714 2.242 -0.376 -0.020 -0.131 0.057 0.279
H 2.014 1.285 0.528 -0.121 -0.033 -0.008 0.280
H -2.886 0.090 0.752 0.147 0.022 -0.080 0.263
H -2.250 -0.716 -0.659 -0.025 0.046 0.098 0.240
```
Positions in Å, forces in eV/Å.

The total energy comes out at -9843.329 eV. As for the molar mass: 101.1 g mol⁻¹. The value obtained for the relative energy (zero: lowest compared OMol25 entry of this formula, charge and spin) is 3.951 eV.

***

The following is a DFT calculation (ωB97M-V with the def2-TZVPD basis set) of C20H53Cu2O19S6 as an isolated structure at a distorted geometry.

The geometry in XYZ format:
```
100
Properties=species:S:1:pos:R:3:forces:R:3:mulliken_spin:R:1
Cu -4.105 -1.410 2.555 1.040 -0.222 -0.352 0.043
Cu -4.680 1.718 1.112 1.378 0.696 0.000 0.063
C -0.621 0.502 0.629 0.271 0.723 0.377 -0.005
C -1.798 -0.390 0.391 -0.349 1.202 0.089 0.066
O -2.956 0.046 1.101 0.550 -1.605 -0.227 0.753
H 0.226 0.199 0.013 -0.051 -0.012 -0.130 0.011
H -0.313 0.486 1.674 0.032 -0.116 0.002 0.000
H -0.858 1.542 0.407 0.043 -0.098 0.018 -0.003
H -1.433 -1.379 0.670 -0.898 -0.696 0.515 0.035
H -1.994 -0.522 -0.673 -0.541 0.008 -0.214 0.020
O -3.555 3.119 -0.121 1.049 1.025 -0.936 0.004
S -2.870 3.809 -1.239 -0.165 0.314 -3.035 0.000
O -3.661 4.233 -2.413 1.515 -0.797 3.111 0.001
O -1.966 5.048 -0.660 -3.061 -2.568 1.406 0.000
C -1.266 5.824 -1.583 2.363 0.513 -1.953 0.000
C -0.592 6.958 -0.894 0.179 1.015 1.180 0.000
C -1.532 2.741 -1.919 0.369 0.505 0.097 -0.002
H -1.828 6.199 -2.438 -0.572 -0.341 0.273 0.000
H -0.452 5.192 -1.938 -0.041 -0.077 -0.487 0.000
H -0.099 7.650 -1.577 -0.398 -0.107 -0.363 0.000
H 0.215 6.678 -0.217 -0.171 -0.502 0.085 0.000
H -1.319 7.515 -0.303 -0.014 0.236 -0.085 0.000
H -1.038 3.271 -2.733 -0.427 0.480 0.004 0.000
H -1.834 1.807 -2.392 -0.648 0.027 0.508 0.000
H -0.726 2.606 -1.196 -0.396 -0.030 0.213 0.006
O 0.476 -1.303 -2.884 -1.546 -2.014 0.530 0.000
S -0.259 -2.579 -2.954 0.652 0.396 -2.593 0.000
O -1.143 -3.029 -1.877 0.806 0.871 -1.070 0.001
O -1.010 -2.496 -4.454 1.099 0.190 2.837 0.000
C -2.048 -3.442 -4.761 -0.758 0.627 -2.654 0.000
C -2.257 -3.352 -6.328 0.221 -0.962 0.539 0.000
C 0.952 -3.927 -3.281 -1.557 0.782 0.958 -0.001
H -2.998 -3.106 -4.346 0.242 -0.301 0.614 0.000
H -1.754 -4.461 -4.509 -0.180 0.083 0.248 0.000
H -3.117 -3.968 -6.593 -0.184 -0.010 0.224 0.000
H -1.440 -3.818 -6.879 0.261 0.158 0.203 0.000
H -2.440 -2.376 -6.777 0.116 0.198 0.644 0.000
H 0.351 -4.836 -3.270 0.126 -0.041 -0.262 0.000
H 1.507 -3.903 -2.343 0.581 -0.127 -0.372 0.001
H 1.483 -3.764 -4.219 0.048 0.128 0.366 0.000
O 1.269 4.062 -0.361 1.783 -2.287 1.724 0.000
S 2.082 3.072 0.398 -0.170 2.039 -1.844 0.001
O 1.669 2.688 1.727 0.204 -0.394 -1.085 0.001
O 2.191 1.718 -0.543 -0.194 0.896 4.776 0.003
C 2.153 1.790 -1.888 0.945 -1.137 -4.232 0.000
C 2.929 0.557 -2.393 -0.123 -0.092 0.021 0.000
C 3.863 3.576 0.414 -0.993 -0.460 -1.001 0.000
H 2.618 2.674 -2.324 -0.352 0.346 0.254 0.000
H 1.155 1.604 -2.285 -0.304 0.664 0.143 0.000
H 2.441 -0.278 -1.891 0.331 -0.330 -0.096 -0.001
H 4.005 0.566 -2.216 -0.026 0.212 0.396 0.000
H 2.836 0.374 -3.464 -0.351 0.275 0.012 0.000
H 4.493 2.779 0.811 -0.356 0.244 0.723 0.000
H 3.953 4.579 0.830 -0.005 -0.329 0.322 0.000
H 4.173 3.607 -0.631 -0.324 0.298 -0.197 0.000
O 2.921 -4.431 0.101 0.421 0.297 -0.178 0.140
S 3.871 -3.990 1.068 2.589 -0.928 1.299 -0.088
O 5.233 -3.474 0.705 -3.606 -0.574 0.683 0.327
O 3.044 -2.754 1.840 0.594 0.351 -0.578 0.490
C 2.699 -1.533 1.152 -0.816 0.807 -0.408 0.057
C 3.846 -0.570 0.990 2.949 0.625 0.450 0.086
C 4.051 -5.232 2.471 -0.095 0.399 -0.090 -0.012
H 2.003 -0.936 1.742 -0.221 -0.976 0.641 -0.003
H 2.229 -1.656 0.177 0.165 -0.946 -0.199 -0.013
H 4.208 -0.326 -0.009 -1.105 0.088 -0.288 0.006
H 4.786 -0.990 1.348 -0.117 -0.401 0.576 0.001
H 3.689 0.301 1.625 -0.165 0.092 -0.396 0.005
H 3.239 -5.960 2.459 -0.172 0.303 -0.462 0.000
H 4.091 -4.776 3.460 -0.198 0.660 -0.256 0.000
H 4.997 -5.768 2.399 0.136 0.255 -0.756 0.000
O -2.359 -2.858 2.532 -0.828 1.060 -0.168 0.002
S -1.509 -3.985 2.838 2.028 -4.338 1.569 -0.002
O -1.329 -4.482 4.212 -0.669 1.775 -3.204 0.000
O -1.971 -5.284 1.991 0.519 1.366 2.657 0.001
C -2.222 -5.224 0.589 0.020 -0.317 -0.074 0.000
C -1.323 -6.270 -0.107 -1.663 0.895 -0.309 0.000
C 0.177 -3.670 2.102 -1.348 0.093 0.298 0.006
H -2.148 -4.169 0.328 0.497 -0.124 -0.831 -0.001
H -3.281 -5.462 0.485 0.069 -0.248 -0.219 0.000
H -1.676 -7.282 0.093 0.150 0.098 0.489 0.000
H -0.258 -6.177 0.105 -0.134 0.151 -0.246 0.000
H -1.627 -6.120 -1.143 0.831 -0.054 -0.425 0.000
H 0.360 -2.614 2.302 0.258 -0.159 0.100 -0.003
H 0.174 -3.868 1.030 -0.356 0.136 -0.058 -0.005
H 0.887 -4.357 2.562 -0.298 0.198 0.344 0.002
O -3.439 2.421 5.148 1.612 0.181 -1.972 0.000
S -2.611 2.597 3.965 1.074 0.863 3.096 0.005
O -3.202 2.321 2.681 -0.527 -0.318 -0.988 0.001
O -2.027 4.151 3.963 -1.027 -2.806 0.633 0.000
C -1.917 4.810 2.715 1.413 3.154 -0.814 0.000
C -1.092 6.141 2.996 -0.375 -0.968 1.316 0.000
C -0.960 1.646 4.062 -0.700 1.376 0.153 -0.001
H -2.880 5.156 2.338 -0.104 -0.748 -0.147 0.000
H -1.292 4.260 2.012 -0.529 -0.391 -0.177 0.000
H -0.990 6.881 2.203 -0.035 -0.661 -0.392 0.000
H -0.133 5.833 3.414 0.313 0.108 -0.456 0.000
H -1.521 6.699 3.827 -0.473 -0.127 0.000 0.000
H -0.988 0.557 4.072 -0.747 0.116 -0.452 0.001
H -0.417 1.902 4.971 -0.456 0.473 0.133 0.000
H -0.414 2.089 3.229 0.077 -0.330 -0.114 0.000
```
Positions in Å, forces in eV/Å.

The total energy comes out at -214754.308 eV. Its spin multiplicity is 3. As for the molar mass: 917.1 g mol⁻¹. Its net charge is +3. The value obtained for the relative energy (zero: lowest compared OMol25 entry of this formula, charge and spin) is 3.881 eV.

***

The following is a DFT calculation (ωB97M-V with the def2-TZVPD basis set) of C5H5NO2 in the gas phase at a distorted geometry.

The geometry in XYZ format:
```
13
Properties=species:S:1:pos:R:3:forces:R:3:mulliken_charge:R:1
O 1.756 1.640 1.382 -1.270 -0.184 -0.965 -0.598
C 0.812 1.702 0.579 1.397 -2.922 1.737 0.045
C 0.077 0.497 0.080 1.216 3.317 -1.349 0.201
C -0.690 0.539 -1.080 -0.327 -3.865 1.187 -0.484
C -1.095 -0.851 -1.265 -0.136 1.348 0.401 -0.625
C -0.589 -1.629 -0.228 1.679 3.312 -0.519 -0.399
N 0.284 -0.775 0.445 -1.233 -0.958 0.703 0.193
O 1.000 -1.108 1.577 -0.089 -0.022 0.134 -0.421
H 0.476 2.650 0.258 -0.610 1.178 -0.752 0.381
H -0.952 1.345 -1.694 -0.187 1.018 -0.521 0.460
H -1.768 -1.172 -2.033 -0.166 -0.264 -0.084 0.385
H -0.838 -2.539 0.197 -0.085 -1.771 0.245 0.451
H 1.527 -0.299 1.781 -0.189 -0.189 -0.215 0.413
```
Positions in Å, forces in eV/Å.

The total energy comes out at -10848.454 eV. As for the molar mass: 111.1 g mol⁻¹. As for the SMILES: O=Cc1cccn1O. The value obtained for the relative energy (zero: lowest compared OMol25 entry of this formula, charge and spin) is 2.861 eV.